76
Properties=species:S:1:pos:R:3:forces:R:3:mulliken_spin:R:1 method="wB97M-V/def2-TZVPD" relative_energy_ev=0.351 total_energy_ha=-4823.23793 total_charge=-1 multiplicity=2
Co -0.24043 -0.09322 0.35490 0.020 0.162 0.207 0.89
O -3.32857 -0.30925 2.76580 -0.136 0.043 0.049 0.00
C -2.14737 -0.28735 2.45037 0.010 0.054 0.049 0.01
O -1.62885 -0.90302 1.45548 0.254 -0.122 -0.136 -0.01
C -1.17557 0.50749 3.33602 -0.007 -0.067 0.059 -0.01
C 0.22895 -0.11045 3.36593 -0.036 -0.094 0.083 0.00
C 1.01563 0.41144 4.56866 -0.028 -0.024 0.005 0.01
C 1.28811 1.87326 4.14034 -0.009 0.032 -0.016 0.00
C 0.65883 1.90001 2.74264 0.002 0.110 -0.010 0.00
O 0.89024 0.56422 2.26932 0.155 0.062 -0.107 0.05
C -0.87438 1.95129 2.83441 -0.080 0.052 0.007 0.00
C -1.41912 2.36829 1.46388 0.161 -0.034 0.097 0.00
O -1.89281 3.49121 1.34160 -0.073 0.219 0.020 0.00
O -1.22073 1.57880 0.46921 -0.073 -0.246 -0.210 0.00
H -1.61805 0.54117 4.33231 0.027 0.008 -0.037 0.00
H 0.25746 -1.18346 3.19811 0.004 0.001 -0.029 0.00
H 0.43919 0.33447 5.48974 0.012 -0.010 0.010 0.00
H 1.94404 -0.14612 4.69049 -0.003 -0.009 0.006 0.00
H 0.82847 2.60924 4.79929 -0.001 0.009 0.001 0.00
H 2.35682 2.08076 4.08651 0.008 0.006 0.001 0.00
H 1.10211 2.61532 2.05125 0.001 0.001 -0.021 0.00
H -1.20573 2.71056 3.54192 0.009 -0.053 -0.024 0.00
N 3.82710 -0.96210 -2.12722 0.001 0.010 -0.055 0.00
C 3.84945 -2.27351 -2.53689 -0.015 -0.086 -0.080 0.00
C 4.87172 -3.20926 -2.63862 -0.009 -0.006 0.006 0.00
C 4.51489 -4.46752 -3.08254 0.025 -0.007 -0.013 0.00
C 3.18911 -4.77607 -3.42215 -0.002 -0.061 0.016 0.00
C 2.18224 -3.83841 -3.32570 0.018 -0.015 0.051 0.00
C 2.51771 -2.56853 -2.86720 0.103 -0.058 0.051 0.00
N 1.70700 -1.47145 -2.63317 -0.013 0.087 0.054 0.00
C 2.51130 -0.56325 -2.17305 0.048 -0.064 0.157 0.01
C 2.17824 0.79448 -1.74811 0.034 0.294 -0.179 0.00
C 2.97381 1.85543 -2.05906 -0.031 0.089 -0.053 0.00
S 2.26890 3.30775 -1.50616 -0.111 -0.148 -0.024 0.00
C 0.95750 2.41016 -0.88281 0.008 0.097 -0.087 0.00
N 1.03384 1.12027 -1.05271 0.249 -0.144 0.406 0.00
H 4.57224 -0.45885 -1.67901 -0.068 -0.043 0.057 0.00
H 5.89318 -2.97270 -2.37030 0.014 0.000 0.003 0.00
H 5.27441 -5.23446 -3.16489 -0.004 -0.010 0.003 0.00
H 2.95023 -5.78087 -3.74326 -0.014 -0.031 -0.028 0.00
H 1.15832 -4.07582 -3.56550 -0.144 -0.057 -0.007 0.00
H 3.87511 1.85495 -2.64563 0.071 -0.059 -0.021 0.00
H 0.11732 2.88261 -0.39923 -0.072 0.007 0.094 0.00
N 0.45732 -8.79847 -3.40017 -0.030 -0.115 -0.068 0.00
C 0.12703 -7.83293 -2.44370 0.066 0.022 0.030 0.00
C 0.62430 -7.92276 -1.14673 -0.001 -0.026 -0.028 0.00
C 0.26396 -6.98547 -0.19146 0.054 0.118 -0.021 0.00
C -0.58407 -5.94405 -0.52644 0.027 0.018 0.066 0.00
C -1.08648 -5.84974 -1.81625 -0.075 -0.025 0.001 0.00
C -0.74328 -6.79167 -2.76628 0.038 0.075 -0.084 0.00
S -1.10089 -4.75105 0.69055 -0.178 0.060 -0.126 0.00
O -0.47150 -5.15444 1.92735 -0.011 -0.142 0.114 0.00
O -2.53777 -4.74000 0.61614 0.054 -0.010 -0.036 0.00
N -0.58491 -3.33415 0.18109 -0.273 -0.298 -0.104 0.00
C 0.63561 -2.93126 0.44989 0.323 -0.189 0.235 -0.01
S 1.99828 -3.98901 0.86031 0.022 0.179 0.008 0.00
C 3.02888 -2.60924 1.00428 -0.010 -0.022 -0.081 0.00
C 2.32667 -1.48753 0.76033 0.169 0.006 -0.085 0.00
N 1.00464 -1.65275 0.43447 -0.268 0.186 0.031 -0.01
H 1.32362 -9.28296 -3.22775 -0.004 0.029 -0.024 0.00
H 0.37392 -8.49372 -4.35741 0.033 0.004 0.049 0.00
H 1.29351 -8.73558 -0.88899 0.013 -0.013 0.023 0.00
H 0.64114 -7.04028 0.82017 0.014 -0.041 0.035 0.00
H -1.76473 -5.04141 -2.05541 0.021 -0.076 -0.061 0.00
H -1.14473 -6.72495 -3.77188 -0.011 0.007 0.004 0.00
H 4.05856 -2.69870 1.29954 0.078 0.031 0.015 0.00
H 2.71568 -0.48318 0.82194 0.019 0.051 0.055 0.00
C -2.61744 -2.55810 -2.22125 0.102 0.000 0.161 0.01
Te -1.67625 -0.67420 -1.89489 -0.442 0.203 -0.427 0.06
C -3.45338 0.19674 -1.10242 0.011 -0.097 0.039 0.00
H -3.67193 -2.35552 -2.38889 -0.038 -0.005 -0.042 0.00
H -2.48156 -3.20087 -1.35565 -0.081 0.164 0.043 0.00
H -2.18592 -3.00810 -3.11078 0.041 -0.019 -0.072 0.00
H -4.28740 -0.03266 -1.76308 0.013 0.011 -0.011 0.00
H -3.30146 1.26902 -1.03393 0.027 0.032 -0.006 0.00
H -3.61000 -0.20985 -0.10547 -0.005 -0.021 0.010 0.00